73
Properties=species:S:1:pos:R:3 method="wB97M-V/def2-TZVPD" relative_energy_kcal_mol=11.4 e_tot_ha=-2278.4462 charge=+1 homo_lumo_gap_ev="7.3 / 7.9" spin_multiplicity=3 e_homo_ev="-10.091 / -11.712"
Mo -0.411 0.401 -0.973
C -3.286 -0.257 -1.992
C -2.789 -1.690 -2.195
C -1.378 -1.963 -2.675
C -1.236 -2.997 -3.595
C 0.019 -3.448 -3.957
C 1.121 -2.792 -3.426
C 0.910 -1.725 -2.578
N -0.305 -1.336 -2.165
N -2.725 0.496 -0.862
C -3.070 1.916 -0.988
C -2.106 2.759 -0.211
C -2.481 3.989 0.303
C -1.530 4.781 0.927
C -0.230 4.298 1.004
C 0.061 3.052 0.488
N -0.857 2.269 -0.097
C -3.233 0.018 0.428
C -2.512 -1.247 0.782
C -3.076 -2.298 1.480
C -2.306 -3.430 1.725
C -1.005 -3.450 1.240
C -0.510 -2.350 0.574
N -1.243 -1.247 0.341
H -4.379 -0.300 -1.886
H -3.052 0.295 -2.902
H -3.455 -2.104 -2.958
H -2.958 -2.280 -1.289
H -2.116 -3.452 -4.019
H 0.134 -4.274 -4.640
H 2.127 -3.091 -3.677
H 1.746 -1.153 -2.192
H -4.109 2.103 -0.687
H -2.954 2.215 -2.036
H -3.502 4.324 0.198
H -1.793 5.739 1.341
H 0.552 4.877 1.464
H 1.062 2.649 0.532
H -4.324 -0.128 0.405
H -2.991 0.767 1.198
H -4.099 -2.233 1.813
H -2.711 -4.267 2.267
H -0.377 -4.310 1.390
H 0.512 -2.328 0.224
O 0.326 2.681 -3.973
S 0.176 1.377 -3.429
O 0.325 0.242 -4.299
O 1.055 1.180 -2.190
O -1.167 1.241 -2.714
N 0.908 0.177 0.243
C 1.902 0.196 1.051
C 3.008 1.155 0.939
C 3.369 1.719 -0.289
C 4.303 2.735 -0.343
C 4.890 3.212 0.820
C 4.566 2.638 2.040
C 3.641 1.615 2.103
C 1.940 -0.738 2.195
C 0.796 -1.024 2.941
C 0.858 -1.936 3.979
C 2.060 -2.548 4.299
C 3.204 -2.265 3.568
C 3.142 -1.372 2.515
H 2.898 1.362 -1.193
H 4.563 3.168 -1.296
H 5.595 4.028 0.779
H 5.024 3.000 2.949
H 3.376 1.192 3.060
H -0.127 -0.509 2.706
H -0.030 -2.169 4.548
H 2.106 -3.249 5.117
H 4.142 -2.732 3.827
H 4.019 -1.175 1.918